(1)
Entry from the Open Molecules 2025 dataset: C24H32O4 in the gas phase (wB97M-V/def2-TZVPD).

Geometry as ORCA input:
```
! RIJCOSX wB97M-V def2-TZVPD def2/J DEFGRID3
* xyz 0 1
H 1.299 4.360 -0.370
H -2.664 -2.400 1.463
C 1.711 -5.050 2.596
H 0.730 -1.998 3.222
H 1.273 0.042 1.216
C 0.274 -0.221 -0.678
C 0.173 6.136 -2.206
H -2.485 -1.455 -1.678
H 0.254 8.248 -2.435
C -1.222 2.910 -2.098
H -1.816 6.637 -4.016
H -0.623 -2.725 -0.761
C -1.095 -0.740 -0.174
H -0.280 7.232 -4.656
H 0.511 -4.527 0.540
H -1.754 -5.132 0.652
H -1.536 8.375 -4.170
H 0.493 -0.740 -1.620
H 1.719 -2.602 -0.243
O 1.354 5.929 -2.271
H -3.088 -0.111 -0.719
C 2.117 -5.544 3.970
O 0.485 -4.532 2.587
H 1.755 2.025 0.167
H -0.311 -0.783 2.490
H 2.281 -2.195 1.373
C 0.114 1.246 -0.975
H 2.346 -6.608 3.868
C 0.665 3.585 -0.767
C -0.964 1.586 -1.798
H 3.054 -5.043 4.224
H -1.294 7.632 -1.795
H -1.350 -0.182 0.731
H -2.053 3.183 -2.731
H -1.916 -4.479 2.279
C -1.540 -4.267 1.278
H 0.151 -5.839 4.811
H -0.991 -2.305 3.058
O 2.423 -5.129 1.627
C 0.916 2.256 -0.468
C -0.946 -2.220 0.159
C -2.158 -2.983 0.694
C -0.133 -1.849 2.576
O -0.755 5.222 -1.889
H -2.677 0.842 -2.847
C 0.139 -2.493 1.213
C 1.407 -0.537 0.302
H 0.853 -4.263 5.164
C -2.203 -0.506 -1.220
H -1.191 -0.080 -3.075
C 1.479 -2.024 0.652
C -1.069 7.422 -3.932
C -0.405 3.908 -1.585
H -2.884 -3.209 -0.085
C -0.494 7.459 -2.516
H 2.355 -0.236 -0.148
C -0.019 -4.022 1.356
C 1.075 -5.322 5.055
H 1.444 -5.699 6.006
C -1.790 0.463 -2.337
*
```

Results
- Frontier orbital gap: 9.50 eV
- Max |F|: 0.85 eV/Å
- LUMO level: 0.8 eV
- Energy above the lowest of the compared OMol25 structures with the same formula, charge and spin: 1.8 kcal per mole


(2)
Entry from the Open Molecules 2025 dataset: a molecular structure, C44H64N7O3ReSSeSi in a non-equilibrium geometry (wB97M-V/def2-TZVPD).

Geometry as ORCA input:
```
! RIJCOSX wB97M-V def2-TZVPD def2/J DEFGRID3
* xyz 1 2
H -3.321 2.987 -1.099
C -4.034 -1.786 -1.858
H -1.053 5.088 1.609
C -5.094 1.171 -2.201
C 6.368 -1.719 0.781
H 2.631 1.571 -1.748
C 3.938 4.097 -0.780
H -0.638 -2.351 -3.141
C -4.896 -2.875 -1.917
N 4.234 -0.400 1.115
C 7.286 -2.049 -0.195
Re -0.518 0.658 0.323
H -0.347 4.961 -0.024
H -2.332 1.201 2.460
C -4.974 -3.468 2.549
H 0.318 -0.633 -4.753
C 0.374 1.747 -2.500
C 5.194 -0.409 -0.901
C 5.314 -0.891 0.416
H -1.722 -4.567 2.387
C -4.787 -0.728 2.373
H -4.058 1.476 -2.331
N -1.699 0.392 2.461
C 0.636 3.119 -1.985
C 7.161 -1.580 -1.503
H -5.628 -0.681 4.336
H 4.560 -1.536 2.791
H 5.514 2.049 3.979
H 6.780 -0.684 3.464
C -1.012 -4.753 1.582
H -7.501 0.677 -0.978
H 4.368 4.807 -0.080
H 5.389 2.544 -0.459
H -2.282 -0.442 2.503
H -4.383 2.129 0.527
H 0.789 2.034 -4.637
N 4.052 0.361 -0.938
H -2.639 -0.624 -2.976
H -5.856 -3.145 4.474
C -0.553 4.434 0.900
C 0.288 0.004 -3.890
C 4.164 0.492 3.460
H 2.049 -1.627 0.180
H -2.737 -2.038 -4.980
C 0.969 -3.418 0.858
H 1.544 3.511 -2.437
C -5.360 0.678 -0.779
H 0.609 -2.334 -1.905
C -5.418 -2.685 3.601
H -6.914 -0.451 0.244
C 4.575 2.260 -2.439
H 4.088 2.872 -3.199
Si -3.933 -0.608 -0.359
H 8.112 -2.695 0.056
H -5.857 2.713 -0.233
C -6.708 -0.032 -0.741
H -1.930 -2.134 1.327
C -3.279 -1.494 -2.989
H 7.583 0.763 4.055
H -3.087 4.619 -0.419
H 6.472 -2.109 1.780
C 1.161 -2.107 0.538
S -1.640 3.012 0.588
H 3.964 0.124 4.466
C 6.636 0.231 4.033
H 7.899 -1.869 -2.235
H 6.024 -0.410 -2.893
H 1.646 -4.247 0.855
C 3.476 0.344 0.280
H -0.167 3.796 -2.271
H 3.503 4.659 -1.603
H -5.540 -3.103 -1.080
C 0.530 1.375 -3.831
H -4.703 0.348 2.319
O -2.528 0.092 -0.229
C 5.556 1.114 3.419
C -0.296 -1.831 -2.250
H -5.739 2.015 -2.446
H -1.947 3.964 -1.627
H -1.068 -1.898 -1.488
C 6.118 -0.759 -1.879
H -5.034 -4.544 2.616
H 5.461 1.813 -2.889
C -5.381 1.841 0.213
C -4.480 -2.877 1.398
O 0.791 1.714 4.517
C -0.895 -2.325 1.116
H -5.956 1.576 1.095
C -2.592 3.725 -0.791
C -3.334 -2.292 -4.117
N -0.339 -3.539 1.215
C 5.023 3.157 -1.286
N 0.029 0.658 -1.741
Se 1.933 1.284 0.983
C -4.407 -1.492 1.271
C 0.116 1.502 3.538
H -5.296 0.374 -2.914
C -0.012 -0.413 -2.602
H -4.160 -3.501 0.577
H -4.197 -4.036 -5.016
H 3.423 0.492 -2.910
H 6.375 -0.036 5.055
H 3.423 1.265 3.246
C 3.589 1.150 -2.051
H 0.748 3.117 -0.905
C -5.299 -1.308 3.520
H -6.748 -0.834 -1.474
O 0.144 2.107 2.417
H 5.823 1.362 2.389
N -0.820 0.425 3.570
H -5.633 -4.517 -3.072
H -1.549 -5.165 0.725
C 3.940 -0.685 2.504
H 0.359 4.060 1.350
H -0.276 -5.482 1.912
H 3.152 3.547 -0.266
H -1.233 0.279 4.486
N -0.010 -1.430 0.707
H 5.861 3.755 -1.646
C -4.161 -3.402 -4.143
C -4.959 -3.674 -3.046
H 2.886 -0.976 2.567
*
```

Results
- ⟨S²⟩: 0.758
- Frontier orbital gap (spin up / spin down): 5.03 / 5.46 eV
- Max |F|: 4.76 eV/Å
- LUMO level (spin up / spin down): -4.5 / -4.0 eV


(3)
Entry from the Open Molecules 2025 dataset: a gas-phase ion, C3H7N4O2 (charge +1) in a non-equilibrium geometry (wB97M-V/def2-TZVPD).

Geometry as ORCA input:
```
! RIJCOSX wB97M-V def2-TZVPD def2/J DEFGRID3
* xyz 1 1
N 1.317 -1.825 0.016
C 0.903 -0.523 -0.168
O 1.828 1.610 -0.066
H 2.362 -1.992 0.100
C -0.466 -0.113 -0.160
N -1.790 1.765 0.226
H -1.250 -1.747 0.620
H 0.612 -2.561 -0.115
N -1.410 -1.067 -0.037
C -0.749 1.272 -0.354
H -2.368 -0.907 -0.473
N 2.079 0.417 -0.037
H -0.072 1.820 -0.934
H -2.316 1.118 0.797
O 3.129 -0.048 0.235
H -1.808 2.782 0.352
*
```

Results
- Frontier orbital gap (spin up / spin down): 7.24 / 7.24 eV
- Max |F|: 4.20 eV/Å
- LUMO level (spin up / spin down): -5.5 / -5.5 eV
- Energy above the lowest of the compared OMol25 structures with the same formula, charge and spin: 89.1 kcal per mole


(4)
Entry from the Open Molecules 2025 dataset: 2 unconnected molecules or ions with the total composition C4H9N2O2 in a non-equilibrium geometry (wB97M-V/def2-TZVPD).

Geometry as ORCA input:
```
! RIJCOSX wB97M-V def2-TZVPD def2/J DEFGRID3
* xyz -1 1
C 0.558 0.675 -0.180
O 2.988 0.070 1.228
C -0.793 1.199 1.681
H -0.219 2.089 1.986
H -1.297 0.340 -2.057
N -0.128 -1.339 -1.788
O -2.018 0.962 1.849
H 1.559 0.805 0.362
N -0.358 1.448 0.114
H -2.020 -1.055 -2.856
H 3.126 -0.681 1.818
H -0.124 0.353 2.079
H 1.580 -1.037 -0.793
H 0.184 -1.166 0.321
C 0.507 -0.823 -0.675
H -2.088 -1.077 -1.123
C -1.456 -0.763 -1.966
*
```

Results
- Frontier orbital gap: 5.79 eV
- Max |F|: 4.32 eV/Å
- LUMO level: 1.5 eV
- Energy above the lowest of the compared OMol25 structures with the same formula, charge and spin: 210.7 kcal per mole


(5)
Entry from the Open Molecules 2025 dataset: a molecular structure, C28H46BrCaN3P2S in a non-equilibrium geometry (wB97M-V/def2-TZVPD).

Geometry as ORCA input:
```
! RIJCOSX wB97M-V def2-TZVPD def2/J DEFGRID3
* xyz 2 1
H -2.072 -1.684 5.336
C -2.809 2.396 -2.004
C 0.147 -2.470 -2.671
H -2.040 -1.276 -1.423
H -7.116 7.404 -4.416
H -2.418 -3.915 1.797
H -4.011 -0.821 -0.180
H 6.698 2.058 -1.284
P 6.243 -0.878 0.124
H 4.781 0.974 -0.382
H 1.062 -3.491 -0.981
C 5.093 -1.662 1.369
P -0.435 -2.074 0.115
C -6.040 5.707 -3.605
H -5.270 3.675 -1.794
N -7.181 5.789 -5.719
H 5.753 -2.428 -3.322
H 0.624 -3.873 1.234
H -5.755 6.229 -2.693
H -1.691 -4.843 0.465
H 5.354 1.098 1.289
H 5.812 -1.172 3.371
H 7.741 1.603 0.072
H 4.336 -1.513 -1.287
C 6.040 -2.466 -2.264
H 5.438 -0.386 -2.097
H -5.781 2.750 -5.282
H 7.133 -2.423 -2.209
H 4.303 -0.924 1.557
Ca 0.139 0.129 1.319
C -0.891 -0.051 4.669
H -3.916 3.022 -0.240
C -0.428 -1.119 6.678
H -0.586 -1.674 -2.837
H -0.024 0.390 -1.905
N -1.245 -1.079 5.475
H -1.056 -0.878 7.539
H -2.471 1.845 1.358
C -3.628 3.081 -3.002
H 0.646 1.406 4.767
C 0.706 -2.488 -1.242
N 0.167 0.602 5.199
H -1.478 1.581 -3.505
C -0.864 0.962 -1.534
C -0.348 -3.380 1.390
Br 1.604 -1.171 2.878
C -5.633 4.374 -3.823
H 6.790 -2.401 2.556
C 0.621 -0.016 6.430
C -1.219 1.087 -0.237
C -4.827 3.675 -2.794
H 1.620 -0.433 6.274
H -2.343 -2.918 -0.868
H 5.200 -2.827 3.213
C 5.672 0.898 0.255
C -6.804 6.370 -4.579
H 4.611 -2.540 0.912
H 0.964 -2.321 -3.388
H 5.718 -3.436 -1.872
H -3.198 3.102 -4.010
C -3.261 -1.397 0.390
C -2.129 -1.908 -0.529
H 6.550 2.894 0.270
C -3.071 2.452 -0.621
C -6.815 4.528 -5.944
H 1.595 -1.827 -1.160
C -6.042 3.778 -5.034
S -1.746 0.444 3.305
H -7.135 4.073 -6.883
H -0.268 -2.857 2.367
H -2.875 -0.736 1.176
C 5.396 -1.303 -1.492
H 0.626 0.709 7.246
H -1.247 -5.190 2.142
C -1.697 1.639 -2.439
C 6.730 1.919 -0.198
C -2.238 1.779 0.299
H -3.791 -2.225 0.887
C -1.494 -4.384 1.440
H -0.329 -3.427 -2.916
H 0.038 -2.100 6.799
C 5.768 -2.039 2.702
*
```

Results
- Frontier orbital gap (spin up / spin down): 5.91 / 3.23 eV
- Max |F|: 4.35 eV/Å
- LUMO level (spin up / spin down): -6.7 / -9.4 eV
- Energy above the lowest of the compared OMol25 structures with the same formula, charge and spin: 40.2 kcal per mole


(6)
Entry from the Open Molecules 2025 dataset: C16H25N3O4S in the gas phase in a non-equilibrium geometry (wB97M-V/def2-TZVPD).

Geometry as ORCA input:
```
! RIJCOSX wB97M-V def2-TZVPD def2/J DEFGRID3
* xyz 0 1
H -2.826 2.722 -0.459
O 3.244 -4.970 3.658
H -1.825 2.853 -1.891
H 2.362 -2.206 1.142
H 1.833 -1.330 -1.042
H 0.182 2.948 1.877
C -0.600 0.275 -1.569
C -0.666 2.465 1.385
C -0.729 2.980 -0.055
H -3.637 5.464 3.469
C 2.062 -4.762 -1.070
C 2.351 -3.209 0.741
H -0.465 1.392 1.378
C -0.277 0.728 -2.976
C -1.875 2.410 -0.894
H -0.197 1.808 -3.057
H 2.877 -6.391 1.788
C 2.646 -5.586 1.108
H -2.491 4.649 1.436
H -2.075 0.449 -0.031
N 1.128 -1.581 -3.549
H -0.969 0.350 -3.722
C -2.245 4.201 2.401
C -1.891 0.885 -1.014
N 2.930 -4.024 2.968
H -1.364 4.715 2.793
H 0.224 2.757 -0.540
C 1.759 -2.324 -1.474
H 0.240 0.543 -0.927
H 1.090 -1.899 -4.506
H -1.769 2.274 3.205
S 1.359 0.114 -3.451
H -2.723 0.598 -1.661
N 1.454 -2.544 -2.691
H 1.834 -4.931 -2.110
H -2.780 2.217 1.767
C 2.638 -4.277 1.577
H 2.356 -6.827 -0.605
C -1.922 2.720 2.219
O 2.309 0.419 -2.425
H -0.829 4.067 -0.040
H -4.307 3.907 2.977
H -0.696 -0.813 -1.560
C 2.354 -5.817 -0.226
H -3.186 3.995 4.336
O 2.839 -2.882 3.363
C 2.059 -3.444 -0.600
O 1.627 0.511 -4.800
C -3.416 4.405 3.355
*
```

Results
- Frontier orbital gap: 8.43 eV
- Max |F|: 1.65 eV/Å
- LUMO level: -0.6 eV
- Energy above the lowest of the compared OMol25 structures with the same formula, charge and spin: 129.8 kcal per mole


(7)
Entry from the Open Molecules 2025 dataset: a gas-phase ion, C18H29N4O4 (charge +1) in a non-equilibrium geometry (wB97M-V/def2-TZVPD).

Geometry as ORCA input:
```
! RIJCOSX wB97M-V def2-TZVPD def2/J DEFGRID3
* xyz 1 1
N -3.413 1.460 0.492
H 3.637 1.173 0.016
H 5.505 -3.197 0.485
C -6.247 -1.237 0.407
C 2.087 2.288 0.617
C -1.092 2.908 -1.456
C 2.694 -3.861 -0.095
H -5.151 -1.630 3.744
H 0.398 0.953 -2.651
H 4.549 -3.423 2.023
H 3.988 -2.178 -1.709
H -5.396 0.282 -1.019
H -2.810 1.605 1.313
C 2.176 0.698 -1.282
H 2.839 -3.967 -1.202
H -0.992 3.590 -2.337
H 2.458 1.445 -3.084
N 2.122 0.947 2.494
N 2.622 1.015 0.087
C -4.274 -0.147 2.267
H 5.072 -1.771 1.547
C 0.514 2.422 0.448
C -6.150 -1.774 1.771
O 3.020 1.279 -2.304
C 4.705 -2.756 1.132
H -3.048 2.324 -2.196
H 1.929 -1.251 -2.425
H 1.428 -1.291 -0.706
H -1.521 3.534 -0.622
C -4.343 0.398 0.910
C -2.593 0.912 -0.619
O 1.601 0.920 3.543
C 3.594 -1.509 -0.896
C -2.125 1.788 -1.822
C -5.355 -0.162 0.006
H -6.857 -2.598 2.038
H 0.049 0.309 -1.011
H 2.644 -2.028 1.094
H 1.578 -3.857 0.076
N 0.269 2.417 -1.038
H 4.344 -0.745 -0.573
H -1.814 1.137 -2.685
H -3.549 0.232 3.024
H 2.648 3.165 0.198
C 2.227 -0.893 -1.401
O 2.296 2.276 2.076
H -6.977 -1.647 -0.335
H 0.953 3.089 -1.430
O -2.336 -0.271 -0.571
H 0.165 3.421 0.822
C 3.361 -2.475 0.346
C 0.658 1.070 -1.561
C -5.179 -1.215 2.708
H 3.134 -4.733 0.461
H -0.046 1.558 0.880
*
```

Results
- Frontier orbital gap: 7.75 eV
- Max |F|: 3.26 eV/Å
- LUMO level: -3.2 eV
- Energy above the lowest of the compared OMol25 structures with the same formula, charge and spin: 190.1 kcal per mole


(8)
Entry from the Open Molecules 2025 dataset: 2 unconnected molecules or ions with the total composition C2H4NO2 in a non-equilibrium geometry (wB97M-V/def2-TZVPD).

Geometry as ORCA input:
```
! RIJCOSX wB97M-V def2-TZVPD def2/J DEFGRID3
* xyz -1 1
C -0.050 -0.317 -0.776
C -0.065 1.006 -0.058
H -0.198 2.012 -0.451
N -1.172 0.071 -0.145
H 1.566 -1.154 1.120
H 0.489 1.203 0.840
O 1.127 -1.586 0.325
O -2.082 -0.363 0.673
H 0.385 -0.873 -1.529
*
```

Results
- Frontier orbital gap (spin up / spin down): 6.97 / 6.97 eV
- Max |F|: 4.77 eV/Å
- LUMO level (spin up / spin down): 4.5 / 4.5 eV
- Energy above the lowest of the compared OMol25 structures with the same formula, charge and spin: 155.4 kcal per mole


(9)
Entry from the Open Molecules 2025 dataset: a molecular structure, C6H3F19HfN3O25S9 in a non-equilibrium geometry (wB97M-V/def2-TZVPD).

Geometry as ORCA input:
```
! RIJCOSX wB97M-V def2-TZVPD def2/J DEFGRID3
* xyz -3 1
F 0.044 5.940 2.394
O 3.352 2.641 1.930
O -0.743 -3.527 -1.594
O -0.273 0.816 -3.670
H -2.574 -2.040 -3.490
O 3.318 -1.933 2.176
O -1.770 1.955 4.308
O 1.432 4.366 0.251
F 2.516 0.698 -4.551
O -3.879 2.237 -0.119
S 0.100 3.957 0.590
Hf 0.074 0.236 0.610
O 4.214 0.133 3.278
F -3.293 -0.026 -3.126
F 3.354 -2.419 -3.895
O 1.463 -1.218 -0.854
O -0.847 4.639 -0.281
S 3.212 -0.540 2.493
O 0.157 -1.918 1.589
F 0.304 1.279 3.467
O -0.768 -0.265 4.887
F 2.790 2.013 -0.252
F -3.048 -0.858 1.157
O 4.602 0.884 0.683
O 1.308 -3.996 1.725
O -3.108 -1.316 3.416
C 2.254 -2.391 -3.138
S -2.942 -0.126 2.626
C -1.415 -4.028 2.023
F -1.611 4.586 2.538
F -4.178 -0.753 -1.279
S -1.140 0.719 3.930
S 0.253 -3.205 2.308
O 2.727 -3.313 -0.716
F 0.371 3.965 3.231
O 0.308 3.063 -2.897
O -2.623 2.648 -2.049
F 2.026 -0.561 3.550
C -3.933 0.323 -2.026
C -0.317 4.622 2.318
F 1.493 -1.375 -3.599
O -3.994 0.848 2.561
N 2.123 0.428 1.477
N -1.455 0.320 2.259
S 0.602 1.625 -2.866
F 1.553 -3.498 -3.264
O -1.111 -1.495 -1.144
F 2.855 2.757 -3.674
O 0.625 1.133 -1.466
O -1.825 0.908 -0.447
F -2.296 -3.773 2.999
N -1.138 -2.417 -1.916
O 0.410 -3.120 3.752
F -5.101 0.883 -2.386
H -1.077 -2.935 -4.021
S -2.969 1.655 -1.065
H -1.116 -1.223 -3.491
O 3.844 -1.258 -1.304
F -1.226 -5.358 2.038
F -1.957 -3.615 0.893
C 2.433 1.496 -3.504
F 3.214 1.016 -2.553
C -1.515 -2.233 -3.326
O -0.044 2.485 0.750
S 2.605 -2.000 -1.358
S 3.350 1.459 1.115
*
```

Results
- Frontier orbital gap: 7.90 eV
- Max |F|: 8.48 eV/Å
- LUMO level: 5.3 eV
- Energy above the lowest of the compared OMol25 structures with the same formula, charge and spin: 0.0 kcal per mole


Question: Which of these has the highest max |F|?
Answer: C6H3F19HfN3O25S9